Here is 3 unconnected molecules or ions with the total composition C4H13NO2 from the Open Molecules 2025 dataset. Energies are from ωB97M-V with the def2-TZVPD basis set.

Bonds (Å) are listed after each position.
Positions of all 20 atoms, in Å:
1 O -1.56666 -0.09104 3.39850  H16 0.966, H18 0.969
2 O 0.59373 2.49969 4.46172  H8 0.967, H17 0.964
3 N -0.55746 0.00610 -2.71896  C5 1.464, C7 1.486, H19 1.006
4 C 0.52775 -0.86271 -0.76092  C6 1.543, C7 1.517, H12 1.101, H14 1.090
5 C 0.60646 -0.76694 -3.15737  N3 1.464, C6 1.535, H10 1.097, H13 1.087
6 C 0.89661 -1.72029 -1.98968  C4 1.543, C5 1.535, H9 1.092, H20 1.092
7 C -0.56100 0.08190 -1.23441  N3 1.486, C4 1.517, H11 1.097, H15 1.087
8 H 0.31002 3.23243 3.89771  O2 0.967
9 H 0.30737 -2.63516 -2.08228  C6 1.092
10 H 1.44481 -0.11207 -3.42385  C5 1.097
11 H -0.39959 1.11901 -0.91448  C7 1.097
12 H 1.47366 -0.38153 -0.46603  C4 1.101
13 H 0.34910 -1.33522 -4.04774  C5 1.087
14 H 0.26349 -1.42840 0.13313  C4 1.090
15 H -1.51416 -0.21430 -0.80458  C7 1.087
16 H -1.09792 0.73330 3.21404  O1 0.966
17 H 1.52227 2.39355 4.22446  O2 0.964
18 H -1.29047 -0.28652 4.30657  O1 0.969
19 H -0.65473 0.93451 -3.09390  N3 1.006
20 H 1.97021 -1.90445 -2.06642  C6 1.092

Properties
M = 107.15 u
calculated total energy = -9943.439 eV
relative energy (zero: lowest compared OMol25 entry of this formula, charge and spin) = 17.48 kcal per mole
LUMO = 0.5 eV
HOMO level = -8.39 eV
SMILES = C1CCNC1.O.O
max |F| = 0.027 Eh/bohr


Here is 3 unconnected molecules or ions with the total composition C4H13NO2 from the Open Molecules 2025 dataset. Energies are from ωB97M-V with the def2-TZVPD basis set.

Bonds (Å) are listed after each position.
Positions of all 20 atoms, in Å:
1 O 1.96628 -5.54950 -1.12215  H11 0.927, H13 0.979
2 O -2.88974 1.55143 5.90133  H18 0.970, H20 0.942
3 N 0.95338 1.56240 0.01068  C4 1.460, C6 1.255
4 C 0.62393 1.04793 -1.31546  N3 1.460, C5 1.519, H10 1.175, H15 1.186
5 C -0.73460 1.48593 -1.83630  C4 1.519, C7 1.534, H14 1.159, H19 1.040
6 C 1.18560 0.62717 0.81520  N3 1.255, H8 1.182, H12 1.124
7 C -0.85929 0.64053 -3.10985  C5 1.534, H9 1.110, H16 1.166, H17 1.064
8 H 1.70417 0.81259 1.86154  C6 1.182
9 H -0.34814 1.20624 -3.91669  C7 1.110
10 H 1.30767 1.26085 -2.24675  C4 1.175
11 H 2.83490 -5.73131 -1.39076  O1 0.927
12 H 1.00002 -0.46807 0.64242  C6 1.124
13 H 1.83223 -6.35706 -0.58551  O1 0.979
14 H -0.83816 2.56413 -2.24832  C5 1.159
15 H 0.57992 -0.12714 -1.16379  C4 1.186
16 H -0.07470 -0.22066 -3.06028  C7 1.166
17 H -1.86182 0.33544 -3.29479  C7 1.064
18 H -2.57889 2.46428 5.79382  O2 0.970
19 H -1.46573 1.36584 -1.10684  C5 1.040
20 H -2.67126 1.13328 5.08619  O2 0.942

Properties
M = 107.15 u
calculated total energy = -9941.531 eV
relative energy (zero: lowest compared OMol25 entry of this formula, charge and spin) = 61.47 kcal per mole
LUMO = 0.8 eV
HOMO level = -9.75 eV
SMILES = C=NCCC.O.O
max |F| = 0.064 Eh/bohr


Please write out number 1 again, unchanged.
Here is 3 unconnected molecules or ions with the total composition C4H13NO2 from the Open Molecules 2025 dataset. Energies are from ωB97M-V with the def2-TZVPD basis set.

Bonds (Å) are listed after each position.
Positions of all 20 atoms, in Å:
1 O -1.56666 -0.09104 3.39850  H16 0.966, H18 0.969
2 O 0.59373 2.49969 4.46172  H8 0.967, H17 0.964
3 N -0.55746 0.00610 -2.71896  C5 1.464, C7 1.486, H19 1.006
4 C 0.52775 -0.86271 -0.76092  C6 1.543, C7 1.517, H12 1.101, H14 1.090
5 C 0.60646 -0.76694 -3.15737  N3 1.464, C6 1.535, H10 1.097, H13 1.087
6 C 0.89661 -1.72029 -1.98968  C4 1.543, C5 1.535, H9 1.092, H20 1.092
7 C -0.56100 0.08190 -1.23441  N3 1.486, C4 1.517, H11 1.097, H15 1.087
8 H 0.31002 3.23243 3.89771  O2 0.967
9 H 0.30737 -2.63516 -2.08228  C6 1.092
10 H 1.44481 -0.11207 -3.42385  C5 1.097
11 H -0.39959 1.11901 -0.91448  C7 1.097
12 H 1.47366 -0.38153 -0.46603  C4 1.101
13 H 0.34910 -1.33522 -4.04774  C5 1.087
14 H 0.26349 -1.42840 0.13313  C4 1.090
15 H -1.51416 -0.21430 -0.80458  C7 1.087
16 H -1.09792 0.73330 3.21404  O1 0.966
17 H 1.52227 2.39355 4.22446  O2 0.964
18 H -1.29047 -0.28652 4.30657  O1 0.969
19 H -0.65473 0.93451 -3.09390  N3 1.006
20 H 1.97021 -1.90445 -2.06642  C6 1.092

Properties
M = 107.15 u
calculated total energy = -9943.439 eV
relative energy (zero: lowest compared OMol25 entry of this formula, charge and spin) = 17.48 kcal per mole
LUMO = 0.5 eV
HOMO level = -8.39 eV
SMILES = C1CCNC1.O.O
max |F| = 0.027 Eh/bohr


Question: Which value of M does entry 1 give?
Answer: 107.15 u


Question: What is the calculated total energy in the second record?
Answer: -9941.531 eV